Here is a molecular structure, H14MnO7 at a distorted geometry from the OMol25 dataset. Energies are from ωB97M-V/def2-TZVPD.

```
22
Properties=species:S:1:pos:R:3:mulliken_charge:R:1
Mn 27.23889 7.81084 -11.99788 1.147
O 27.04412 7.59241 -14.21237 -0.487
H 26.99609 8.10050 -15.03698 0.285
H 26.57018 6.79808 -14.45959 0.319
O 25.23541 9.02456 -12.65040 -0.514
H 25.37323 9.43753 -13.55600 0.331
H 24.73199 9.65827 -12.16123 0.309
O 28.09608 9.76142 -12.60836 -0.507
H 28.25441 10.27348 -13.40696 0.308
H 27.76114 10.44436 -12.02163 0.332
O 25.65636 6.53302 -11.04317 -0.542
H 24.74748 6.82755 -11.03582 0.284
H 25.72034 6.10348 -10.15318 0.338
O 29.14934 7.39672 -10.83658 -0.518
H 29.21980 7.91201 -10.04203 0.314
H 29.65104 6.60877 -10.65923 0.304
O 26.66208 8.93963 -10.13110 -0.494
H 27.26463 9.50742 -9.68027 0.326
H 26.48006 8.27199 -9.48209 0.317
O 27.74680 5.50116 -12.34451 -0.441
H 27.50870 5.00073 -11.50829 0.327
H 28.04925 4.75950 -12.84884 0.262
```

Results
⟨S²⟩: 8.752
Relative energy (zero: lowest compared OMol25 entry of this formula, charge and spin) in kcal/mol: 11.8
HOMO level (spin up / spin down) in eV: -18.7 / -19.6
Charge: +2
2S+1: 6


Here is C2H4N2S2 in the gas phase at a distorted geometry from the OMol25 dataset. Energies are from ωB97M-V/def2-TZVPD.

```
10
Properties=species:S:1:pos:R:3:mulliken_charge:R:1
C 0.35882 1.34935 -0.13422 0.099
N 1.47213 0.74699 -0.17607 -0.436
S 1.58902 -0.87711 -0.53773 0.008
C 0.09972 -1.46037 0.28050 -0.619
S -1.40574 -0.79436 -0.46379 0.007
N -0.93498 0.85526 -0.36272 -0.262
H 0.39854 2.43384 0.05700 0.322
H 0.07097 -1.22588 1.36549 0.323
H 0.04661 -2.55937 0.17097 0.304
H -1.69509 1.53165 -0.19942 0.253
```

Results
Relative energy (zero: lowest compared OMol25 entry of this formula, charge and spin) in kcal/mol: 39.7
HOMO level in eV: -7.8


Question: Which value of relative energy (zero: lowest compared OMol25 entry of this formula, charge and spin) does entry 2 give?
Answer: 39.7 kcal/mol


Question: Which value of relative energy (zero: lowest compared OMol25 entry of this formula, charge and spin) does entry 1 give?
Answer: 11.8 kcal/mol